The following is a DFT calculation (ωB97M-V/def2-TZVPD) of a molecular structure, C34H31AsN2O7P2S3V.

```
81
C34H31AsN2O7P2S3V | the Open Molecules 2025 dataset | ωB97M-V/def2-TZVPD
C 1.616 -2.010 1.719
H -2.890 6.115 -1.431
C 3.273 -3.958 1.709
H -0.794 7.264 -0.787
H -5.285 -0.132 -2.035
H -6.351 2.144 1.434
H -0.352 -0.400 3.129
C 1.291 -4.011 3.102
C -5.972 0.988 -0.337
H 3.426 -0.559 3.346
H 0.697 2.360 2.422
C 5.475 1.600 1.735
H 2.753 1.596 -0.292
O -0.985 2.713 -3.153
C -4.256 1.979 1.021
H -7.020 0.794 -0.530
N 0.735 1.686 -1.504
C -1.417 1.839 2.283
O 3.332 -2.545 -2.450
H 0.674 -4.470 3.864
O 2.593 -3.890 0.463
C -1.293 3.503 0.024
V 0.036 0.269 -0.802
C 2.799 -2.649 1.118
N -3.987 -3.038 -1.226
C -3.156 -2.660 -0.517
As -0.001 -0.852 -3.754
S 2.005 -2.226 -1.917
H 4.324 -4.212 1.620
C 4.660 1.924 0.664
C -5.597 1.742 0.768
H 5.668 0.446 3.539
H -1.188 1.767 -3.316
O -0.816 -1.550 -0.418
C 0.085 -5.506 -3.302
H -0.078 -2.348 2.942
H -3.978 2.578 1.881
S 0.622 2.723 -2.711
C -0.893 -4.958 -4.123
C 0.978 -4.687 -2.630
O -1.043 -0.055 -2.730
C 2.941 0.469 1.519
C -5.004 0.477 -1.186
H -2.901 0.299 -1.589
C -0.985 -3.585 -4.289
H 1.751 -5.094 -1.990
H 5.007 2.612 -0.097
C -3.274 1.463 0.176
O 0.271 -0.313 -5.255
C -2.109 5.573 -0.912
H -1.589 -5.608 -4.638
C -2.288 4.227 -0.623
H -1.871 2.785 2.583
C 2.497 -4.524 2.811
C -0.935 6.215 -0.556
C 3.395 1.358 0.551
H -0.089 2.062 3.947
C -0.102 -2.763 -3.604
C 5.029 0.707 2.705
H 2.902 -5.359 3.368
P -1.479 1.720 0.431
H 0.721 3.591 0.772
C 0.849 -2.744 2.550
C -0.028 1.708 2.914
O 1.480 -0.859 -2.613
C 3.768 0.147 2.596
C -3.659 0.713 -0.931
C 0.868 -3.315 -2.795
H -1.741 -3.160 -4.937
H 3.531 -2.022 0.621
P 1.264 -0.246 1.338
C 0.073 5.497 0.073
H -3.205 3.738 -0.923
C 0.488 0.269 2.929
C -0.102 4.151 0.346
S -1.947 -2.089 0.543
H -2.058 1.036 2.662
H 1.010 5.978 0.325
H 0.149 -6.581 -3.186
H 1.217 0.120 3.729
H 6.463 2.036 1.817
```

Properties
Gap between HOMO and LUMO (spin up / spin down) (eV): 6.20 / 6.19
Total charge: -1
Relative energy (zero: lowest compared OMol25 entry of this formula, charge and spin) (kJ/mol): 0.0
DFT total energy (Eh): -7007.47416
Highest occupied orbital energy (spin up / spin down) (eV): -3.9 / -3.9

Okay, here come the Löwdin numbers, in e, for every atom:
1 C -0.290
2 H 0.100
3 C -0.212
4 H 0.095
5 H 0.104
6 H 0.095
7 H 0.068
8 C -0.063
9 C -0.092
10 H 0.108
11 H 0.082
12 C -0.093
13 H 0.066
14 O -0.470
15 C -0.101
16 H 0.096
17 N -0.631
18 C -0.328
19 O -0.427
20 H 0.101
21 O -0.030
22 C -0.347
23 V 0.286
24 C -0.265
25 N 0.068
26 C -0.604
27 As 0.941
28 S 0.889
29 H 0.142
30 C -0.073
31 C -0.094
32 H 0.098
33 H -0.015
34 O -0.828
35 C -0.074
36 H 0.076
37 H 0.097
38 S 0.780
39 C -0.078
40 C -0.058
41 O -0.529
42 C -0.349
43 C -0.073
44 H 0.075
45 C -0.067
46 H 0.111
47 H 0.105
48 C -0.362
49 O -0.438
50 C -0.083
51 H 0.101
52 C -0.083
53 H 0.080
54 C -0.035
55 C -0.099
56 C -0.077
57 H 0.107
58 C -0.250
59 C -0.089
60 H 0.101
61 P 1.034
62 H 0.086
63 C -0.094
64 C -0.289
65 O -0.562
66 C -0.097
67 C -0.094
68 C -0.335
69 H 0.112
70 H 0.133
71 P 1.032
72 C -0.093
73 H 0.104
74 C -0.330
75 C -0.123
76 S 0.787
77 H 0.084
78 H 0.099
79 H 0.101
80 H 0.082
81 H 0.098

The following is a DFT calculation (ωB97M-V/def2-TZVPD) of a molecular structure, C34H31Cl3GeN3OPS4Ti in a non-equilibrium geometry.

```
79
C34H31Cl3GeN3OPS4Ti | the Open Molecules 2025 dataset | ωB97M-V/def2-TZVPD
H 7.578 -2.307 -0.146
Cl -0.519 0.572 -2.815
H -5.191 0.932 -3.624
H -0.526 -2.659 -0.141
C 4.041 -1.482 -1.350
H 4.099 -3.369 -2.400
C 0.191 -3.342 6.761
H -5.943 -1.019 6.445
C 0.298 -2.416 0.516
C 2.689 -0.814 -3.624
C 2.993 -0.235 -6.292
Cl -0.580 4.044 -3.302
C 4.683 -0.587 -0.513
H 0.715 -3.910 7.520
N 2.654 -3.997 2.791
C -3.879 3.559 -1.944
C -1.074 -1.402 6.112
C -4.648 2.904 -2.916
Cl 0.596 2.791 -0.235
C -3.125 2.855 -1.040
H -5.020 2.808 4.761
C -4.796 1.755 4.878
C -3.106 1.453 -1.081
S -2.277 0.421 0.041
O 2.057 0.214 -1.275
C -5.600 0.961 5.680
C 3.661 0.531 -5.338
C -5.314 -0.392 5.826
H 6.382 -3.891 -1.618
H -0.324 -1.737 8.090
H 1.673 -1.884 -6.656
C 0.082 -3.836 5.468
Ti 0.069 0.494 -0.495
H -3.883 -0.136 -2.025
H -6.448 1.393 6.197
C 6.576 -2.076 -0.484
H 3.052 -1.354 2.928
P -2.002 -0.907 3.504
H 1.787 0.280 1.635
C -4.631 1.540 -2.929
H -3.045 1.822 3.623
H -4.012 -1.999 5.275
C 3.514 0.244 -3.994
C 1.581 -0.777 1.511
H -3.880 4.641 -1.908
C -0.393 -2.124 7.082
H -5.243 3.444 -3.637
C -3.695 1.205 4.233
H 2.286 -4.932 2.830
C 1.977 -3.053 2.102
H -2.531 3.348 -0.285
H 3.109 -0.001 -7.342
H 0.637 -4.430 1.095
C 2.293 -1.689 2.234
C -0.603 -3.114 4.501
C 5.906 -2.968 -1.315
H -0.734 -3.506 3.499
N 0.606 -1.118 0.644
C 4.626 -2.677 -1.752
H 3.225 -3.722 3.572
C 2.185 -1.293 -5.909
C 5.969 -0.896 -0.085
C -3.397 -0.142 4.382
C 2.018 -1.584 -4.560
S -2.717 -2.095 2.094
H 0.508 -4.803 5.224
C 0.949 -3.401 1.212
S 2.392 -1.160 -1.921
N -3.877 0.877 -2.026
H 4.302 1.345 -5.650
C -1.182 -1.889 4.811
H -1.518 -0.449 6.371
H 6.495 -0.209 0.565
H 1.374 -2.396 -4.245
H 4.039 0.819 -3.241
Ge 1.030 2.643 -2.702
S -0.663 0.521 3.035
H 4.191 0.324 -0.204
C -4.222 -0.941 5.174
```

Properties
Gap between HOMO and LUMO (spin up / spin down) (eV): 5.73 / 5.94
Total charge: +1
Relative energy (zero: lowest compared OMol25 entry of this formula, charge and spin) (kJ/mol): 0.0
DFT total energy (Eh): -7794.83873
Highest occupied orbital energy (spin up / spin down) (eV): -8.9 / -8.9
Multiplicity: 2
<S²>: 0.755

Okay, here come the Löwdin numbers, in e, for every atom:
1 H 0.114
2 Cl 0.105
3 H 0.139
4 H 0.113
5 C -0.380
6 H 0.119
7 C -0.091
8 H 0.104
9 C -0.162
10 C -0.418
11 C -0.050
12 Cl -0.013
13 C -0.066
14 H 0.101
15 N 0.160
16 C -0.038
17 C -0.089
18 C -0.028
19 Cl 0.099
20 C -0.078
21 H 0.100
22 C -0.086
23 C -0.676
24 S 0.583
25 O -0.729
26 C -0.088
27 C -0.054
28 C -0.078
29 H 0.115
30 H 0.105
31 H 0.115
32 C -0.100
33 Ti 0.249
34 H 0.157
35 H 0.102
36 C -0.057
37 H 0.129
38 P 0.040
39 H 0.088
40 C -0.037
41 H 0.064
42 H 0.111
43 C -0.088
44 C -0.241
45 H 0.126
46 C -0.077
47 H 0.120
48 C -0.110
49 H 0.111
50 C -0.304
51 H 0.111
52 H 0.115
53 H 0.126
54 C 0.008
55 C -0.123
56 C -0.056
57 H 0.057
58 N -0.159
59 C -0.069
60 H 0.114
61 C -0.054
62 C -0.053
63 C -0.406
64 C -0.083
65 S 0.165
66 H 0.094
67 C -0.008
68 S 1.061
69 N 0.068
70 H 0.116
71 C -0.393
72 H 0.112
73 H 0.115
74 H 0.116
75 H 0.119
76 Ge 0.430
77 S 0.235
78 H 0.112
79 C -0.099

The following is a DFT calculation (ωB97M-V/def2-TZVPD) of a molecular structure, C34H31Cl5FeN6O3S in a non-equilibrium geometry.

```
81
C34H31Cl5FeN6O3S | the Open Molecules 2025 dataset | ωB97M-V/def2-TZVPD
H -1.763 -7.485 -1.724
H 3.877 2.869 4.130
C -1.500 -4.960 -1.338
C -1.933 -2.992 4.312
H -4.712 -3.878 -6.074
C 1.204 2.268 -3.998
H -2.980 -3.492 -4.383
N -2.895 -1.948 -2.490
H -1.796 -5.630 -0.530
H 4.459 5.361 -0.091
C -5.286 -7.665 -5.665
O 0.057 -4.522 -3.615
H 5.730 6.036 1.919
H -2.027 -5.804 -7.248
N -1.798 -2.488 -3.051
C -4.022 -7.180 -5.956
Cl -2.656 -4.307 5.128
C -3.499 -5.503 -2.687
C 1.193 2.138 -1.609
Fe -0.666 0.255 0.249
H -3.045 -0.623 -0.879
H -0.655 1.661 -4.902
H 1.700 2.506 -4.929
C -2.399 -5.296 -6.354
C -1.009 -2.157 5.008
C 3.298 3.045 2.085
H -3.207 -7.883 -6.093
H -1.968 -3.997 -1.129
O -1.874 -1.344 1.121
C -1.547 -7.040 -2.695
H -0.477 -7.173 -2.880
C -6.337 -6.774 -5.502
H -3.871 -4.487 -2.540
C -6.134 -5.413 -5.654
Cl -0.686 -2.455 6.655
H -5.462 -8.728 -5.569
N -1.042 -1.185 -1.492
H 0.515 -5.359 -3.475
C 4.015 3.419 3.206
H -6.964 -4.727 -5.548
H -3.915 -5.902 -3.607
C -2.240 -2.749 2.993
C -0.644 -0.852 3.008
H -1.682 1.100 -2.720
C -0.095 1.792 -3.987
H -2.105 -7.608 -3.440
C 4.897 4.492 3.151
H 0.296 -2.314 -2.743
C -3.785 -5.813 -6.074
C -1.635 -1.667 2.313
N -0.048 1.639 -1.599
C -0.370 -1.114 4.363
C -1.920 -3.412 -4.163
C -1.322 -4.800 -3.906
C -4.862 -4.944 -5.945
H 5.454 4.779 4.032
N 2.740 3.370 -0.247
Cl -7.915 -7.369 -5.120
C -1.968 -5.560 -2.680
C -2.411 -1.184 -1.548
C 3.464 3.746 0.900
Cl 0.766 -0.129 5.190
H -3.877 -6.111 -1.863
C 1.834 2.357 -0.297
H -2.454 -4.236 -6.605
Cl -3.336 -3.740 2.124
H -0.419 -4.839 -1.293
C 4.338 4.818 0.841
C -1.331 -5.558 -5.271
H -1.395 -2.982 -5.018
H 2.876 2.805 -2.769
O -0.110 0.055 2.295
H -1.289 -6.629 -5.086
H 2.855 3.948 -1.059
C 5.055 5.193 1.969
C -0.671 1.484 -2.768
N 1.496 1.578 0.662
S 2.135 1.695 2.219
C -0.699 -2.015 -2.462
H -0.379 -5.281 -5.729
C 1.855 2.450 -2.790
```

Properties
Gap between HOMO and LUMO (spin up / spin down) (eV): 6.76 / 5.47
Total charge: +1
DFT total energy (Eh): -5831.17684
Highest occupied orbital energy (spin up / spin down) (eV): -9.9 / -9.9
Multiplicity: 6
<S²>: 8.776

Okay, here come the Löwdin numbers, in e, for every atom:
1 H 0.091
2 H 0.112
3 C -0.039
4 C -0.686
5 H 0.115
6 C -0.022
7 H 0.119
8 N 0.148
9 H 0.086
10 H 0.117
11 C -0.093
12 O -0.037
13 H 0.110
14 H 0.127
15 N -0.088
16 C -0.045
17 Cl 0.735
18 C -0.020
19 C -0.195
20 Fe 1.040
21 H 0.116
22 H 0.118
23 H 0.123
24 C -0.134
25 C -0.684
26 C -0.428
27 H 0.122
28 H 0.062
29 O -0.094
30 C -0.038
31 H 0.090
32 C -0.673
33 H 0.079
34 C -0.095
35 Cl 0.740
36 H 0.110
37 N 0.019
38 H 0.105
39 C -0.091
40 H 0.109
41 H 0.064
42 C -0.613
43 C -0.341
44 H 0.107
45 C -0.026
46 H 0.080
47 C -0.073
48 H 0.146
49 C -0.254
50 C -0.351
51 N 0.060
52 C -0.609
53 C -0.045
54 C -0.403
55 C -0.052
56 H 0.111
57 N 0.126
58 Cl 0.684
59 C -0.481
60 C -0.230
61 C -0.237
62 Cl 0.732
63 H 0.101
64 C -0.360
65 H 0.106
66 Cl 0.744
67 H 0.087
68 C -0.017
69 C -0.090
70 H 0.146
71 H 0.122
72 O -0.173
73 H 0.102
74 H 0.133
75 C -0.072
76 C -0.120
77 N -0.277
78 S 1.016
79 C -0.107
80 H 0.126
81 C 0.008